1.
DFT (ωB97M-V with the def2-TZVPD basis set) results for a molecular structure, CH4Cl4N2P2 at a distorted geometry.

Positions of all 13 atoms, in Å:
P (-1.45, 0.25, -0.41)
H (0.90, -1.25, 2.06)
C (-1.36, -0.30, -2.01)
P (1.26, 0.76, 0.36)
H (-0.65, -1.23, -2.17)
Cl (2.39, 2.33, 0.78)
H (-2.31, -0.49, -2.48)
Cl (2.01, -0.13, -1.22)
H (2.49, -0.88, 1.61)
Cl (-1.73, -1.08, 1.37)
N (1.72, -0.51, 1.97)
N (-0.23, 1.20, 0.21)
Cl (-3.03, 1.33, -0.07)

Summary:
LUMO energy	-0.39	eV

2.
DFT (ωB97M-V with the def2-TZVPD basis set) results for a molecular structure, CH4ClN at a distorted geometry.

Positions of all 7 atoms, in Å:
N (0.29, 0.41, -0.97)
H (0.23, -0.36, 2.44)
C (0.19, -0.82, -0.62)
H (0.08, 0.03, 1.76)
H (-0.55, 1.06, -1.19)
H (1.18, 0.76, -1.45)
Cl (-1.42, -1.07, 0.03)

Summary:
LUMO energy	0.81	eV

3.
DFT (ωB97M-V with the def2-TZVPD basis set) results for a single CH4ClN3 molecule at a distorted geometry.

Positions of all 9 atoms, in Å:
H (0.47, -1.19, 0.63)
N (2.08, 0.94, 0.20)
H (0.43, 1.72, 0.63)
C (0.67, 0.85, 0.03)
N (-1.31, -0.58, 0.13)
H (-1.70, -1.45, 0.45)
N (-0.03, -0.41, 0.23)
Cl (2.98, -0.50, -0.02)
H (0.50, 1.40, -0.86)

Summary:
LUMO energy (spin up / spin down)	0.70 / -0.94	eV

4.
DFT (ωB97M-V with the def2-TZVPD basis set) results for a single CH4ClN3O molecule at a distorted geometry.

Positions of all 10 atoms, in Å:
H (-0.91, -1.65, 0.37)
H (-0.47, 1.76, 1.12)
N (-1.24, -0.80, -0.05)
Cl (2.43, 0.72, -0.05)
C (1.19, -0.54, 0.03)
N (-0.11, 0.08, -0.03)
O (1.40, -1.73, -0.01)
H (-1.42, -1.11, -0.96)
N (-0.30, 1.38, 0.19)
H (-0.56, 1.89, -0.61)

Summary:
LUMO energy	0.70	eV